Entry 1:
12 unconnected molecules or ions with the total composition C48H60N12, computed with wB97M-V/def2-TZVPD.

DFT total energy = -2521.57276 hartree
energy above the lowest of the compared OMol25 structures with the same formula, charge and spin = 11.9394 eV

Cartesian coordinates (Å):
N: -0.79556 5.03776 -0.33837
C: -1.08156 3.90276 -1.04837
C: -1.49456 4.34976 -2.35337
C: -1.38756 5.80376 -2.27637
C: -1.06456 6.24776 -1.02137
H: -0.59256 5.06776 0.72563
H: -0.76756 3.01476 -0.70837
H: -1.80056 3.69876 -3.09737
H: -1.69956 6.55876 -3.13937
H: -0.53756 7.13876 -0.64337
N: -1.31056 -2.71624 -3.58037
C: -2.24156 -2.54024 -4.64037
C: -2.59456 -1.25824 -4.72137
C: -1.68156 -0.46424 -3.59137
C: -1.00656 -1.50424 -2.99237
H: -0.81256 -3.45724 -3.27737
H: -2.62556 -3.37524 -5.23437
H: -3.16456 -0.77824 -5.35337
H: -1.83256 0.59176 -3.34237
H: -0.32056 -1.46724 -2.15737
N: 4.33044 -4.40824 2.85963
C: 4.58044 -5.21724 1.74663
C: 4.04844 -4.57924 0.68363
C: 3.35044 -3.35524 1.17563
C: 3.61344 -3.31624 2.53363
H: 4.57544 -4.49024 3.88963
H: 5.03544 -6.12124 1.94863
H: 4.13244 -4.90624 -0.23137
H: 2.67044 -2.77324 0.51263
H: 3.39644 -2.64724 3.25463
N: 4.10244 0.35276 6.39663
C: 3.01044 -0.33324 5.94963
C: 2.54844 0.26876 4.82463
C: 3.49744 1.30276 4.46063
C: 4.34544 1.43476 5.50963
H: 4.65744 0.18676 7.32263
H: 2.74344 -1.10724 6.63763
H: 1.70944 -0.09324 4.37863
H: 3.21544 2.08876 3.76763
H: 5.05644 2.16976 5.64963
N: -5.55056 -0.96124 -0.45737
C: -5.01856 0.30376 -0.57837
C: -5.90856 1.23476 -0.19437
C: -7.26756 0.37776 0.14563
C: -6.86856 -0.91224 -0.00137
H: -5.05456 -1.81924 -0.57037
H: -4.02456 0.56276 -0.96037
H: -5.97456 2.38376 -0.22537
H: -8.26756 0.72276 0.49863
H: -7.50456 -1.72124 0.34863
N: -0.80956 -1.08324 1.57563
C: -1.39356 -0.44524 0.66263
C: -0.44256 0.01976 -0.12737
C: 0.89144 -0.34524 0.41963
C: 0.55744 -0.97724 1.55063
H: -1.39456 -1.30624 2.35363
H: -2.48856 -0.32824 0.70563
H: -0.57856 0.63876 -1.08137
H: 1.83944 -0.20324 -0.04237
H: 1.13644 -1.34024 2.32363
N: 4.66644 -3.21524 -3.80737
C: 4.60144 -2.76524 -2.57337
C: 3.38244 -2.21024 -2.47237
C: 2.67444 -2.15624 -3.70337
C: 3.52444 -2.79424 -4.54037
H: 5.49744 -3.80924 -4.22937
H: 5.55944 -2.74024 -2.03337
H: 3.25644 -1.68224 -1.54637
H: 1.58444 -1.94224 -3.96737
H: 3.54444 -3.05824 -5.44037
N: 3.63144 2.23976 -1.33437
C: 4.12344 0.93476 -1.66537
C: 4.50244 0.33676 -0.46737
C: 4.26744 1.36076 0.63263
C: 3.80644 2.43876 -0.01837
H: 3.26044 3.23676 -1.86737
H: 3.99044 0.66476 -2.70737
H: 5.04544 -0.52724 -0.29237
H: 4.63144 1.19776 1.66363
H: 3.59644 3.42676 0.44263
N: -1.68056 -2.11924 4.47063
C: -2.98156 -2.17724 4.03763
C: -3.57256 -0.94624 3.92663
C: -2.54356 -0.07024 4.52363
C: -1.42256 -0.82924 4.81763
H: -1.22756 -2.91024 4.69863
H: -3.25556 -3.21424 3.69163
H: -4.44156 -0.49824 3.43163
H: -2.44556 1.08376 4.52563
H: -0.58356 -0.48824 5.52863
N: 2.06244 1.73276 -5.22637
C: 1.73744 2.96076 -5.84437
C: 0.64944 3.40776 -5.05837
C: 0.34644 2.27776 -4.09737
C: 1.30544 1.28876 -4.23637
H: 3.04944 1.26376 -5.37537
H: 2.24844 3.41676 -6.61037
H: 0.11044 4.41876 -5.17637
H: -0.34556 2.18276 -3.29237
H: 1.60244 0.54476 -3.64837
N: -1.79056 3.99076 3.01463
C: -1.28156 5.24676 3.23163
C: -0.03356 5.15476 2.74463
C: 0.34044 3.69876 2.50763
C: -0.83956 2.97476 2.67863
H: -2.72856 3.64876 3.22963
H: -1.78356 6.20976 3.51463
H: 0.67644 5.94076 2.78963
H: 1.16944 3.24576 2.07463
H: -1.24556 1.97476 2.38063
N: -3.58956 -3.15224 -1.91437
C: -3.21556 -3.10224 -0.65937
C: -4.14856 -3.69524 0.14363
C: -5.32356 -4.16424 -0.68137
C: -4.91656 -3.83924 -1.98037
H: -2.97556 -2.65124 -2.60437
H: -2.19156 -2.74524 -0.42237
H: -3.90356 -3.60424 1.39563
H: -6.27656 -4.67024 -0.52537
H: -5.38656 -3.83124 -2.90237


Entry 2:
A molecular structure, C40H43KN8O5S6, computed with wB97M-V/def2-TZVPD.

DFT total energy = -5353.37375 hartree
total charge = -2
energy above the lowest of the compared OMol25 structures with the same formula, charge and spin = 0.3295 eV

Cartesian coordinates (Å):
K: 14.11953 18.75787 7.25831
C: 7.59677 22.56870 8.41798
C: 8.41791 23.33900 7.45069
C: 7.83447 24.23841 6.55431
C: 8.57881 24.86900 5.59833
C: 9.94088 24.65174 5.60082
C: 10.59694 23.88380 6.53764
C: 9.84133 23.23591 7.51123
N: 10.37043 22.35714 8.47005
C: 11.64978 21.76302 8.36120
N: 12.62810 22.70348 8.26514
C: 13.99849 22.57740 7.75132
C: 14.34195 21.45401 6.99621
C: 15.71446 21.48484 6.60447
C: 16.64394 22.50557 6.86854
C: 16.17483 23.64492 7.58524
C: 14.82555 23.68025 8.01397
C: 14.41647 24.89940 8.73672
N: 11.75649 20.49961 8.39334
C: 10.60775 19.68208 8.32306
C: 10.22882 18.92425 9.43504
C: 9.10279 18.09923 9.38613
C: 8.35919 17.95609 8.18222
C: 8.79569 18.62896 7.07520
C: 9.92613 19.46800 7.10974
C: 10.45217 20.13565 5.84146
H: 6.54806 22.73916 8.23963
H: 7.88321 22.89882 9.38952
H: 7.69892 21.49430 8.40463
H: 6.77240 24.42572 6.67327
H: 8.11118 25.60521 4.94808
H: 10.57735 25.13011 4.84400
H: 11.70024 23.88273 6.55899
H: 9.73021 21.67437 8.83211
H: 12.25869 23.66351 8.46567
H: 16.09847 20.56331 6.08861
H: 17.68700 22.42418 6.60704
H: 16.84722 24.44313 7.87374
H: 15.14460 25.71071 8.65971
H: 14.28955 24.78370 9.83597
H: 13.45292 25.34702 8.32126
H: 10.86420 19.09499 10.32987
H: 8.76532 17.48671 10.24832
H: 7.50138 17.35571 8.18703
H: 8.21541 18.51611 6.17205
H: 10.51056 19.43116 5.01505
H: 11.44138 20.52765 6.03306
H: 9.76806 20.94719 5.54058
O: 20.16368 13.74931 8.82169
C: 19.35668 14.57541 8.54159
S: 17.78786 14.20452 7.79504
C: 17.11929 15.88382 7.79274
C: 17.86931 16.86158 8.33069
S: 17.62390 18.56694 8.37243
S: 19.49149 16.33036 8.93276
S: 15.71011 15.99105 6.90126
C: 9.55979 10.41907 7.14717
C: 10.81140 11.20072 7.46528
S: 10.77702 12.26313 8.90046
O: 11.94589 13.07225 8.77208
O: 10.47859 11.43479 10.04844
C: 9.35559 13.35336 8.61750
C: 9.56458 14.83085 8.69265
N: 10.34818 15.33572 7.57347
C: 11.54728 15.97640 7.61843
N: 11.86629 16.52164 6.42608
C: 10.82029 16.23022 5.61580
C: 9.87954 15.51881 6.27936
N: 8.59710 15.15039 5.78347
O: 7.79921 14.65868 6.56446
O: 8.34959 15.32096 4.58684
C: 12.45231 16.10956 8.79096
H: 9.72894 9.76886 6.25000
H: 8.70563 11.04976 6.90646
H: 9.28148 9.78272 7.99061
H: 11.18399 11.84291 6.67870
H: 11.67597 10.58262 7.75842
H: 8.64174 13.10159 9.41530
H: 8.94447 13.08519 7.64150
H: 10.07018 15.02954 9.63347
H: 8.59390 15.29832 8.66856
H: 10.88382 16.61675 4.62907
H: 12.14994 15.42870 9.57004
H: 12.33254 17.12711 9.23324
H: 13.49404 16.02469 8.45696
N: 14.92649 17.19614 10.38856
C: 14.72653 18.47096 10.81157
S: 13.58698 18.61024 12.04713
N: 15.37700 19.49918 10.25333
C: 15.48579 20.82158 10.73524
C: 14.52025 21.49704 11.48485
C: 14.90964 22.72148 12.03760
C: 16.12232 23.33382 11.72839
C: 16.96627 22.65343 10.86442
C: 16.65330 21.42725 10.36671
H: 14.36156 16.52042 10.85282
H: 15.57595 16.94214 9.65140
H: 16.24399 19.15542 9.64720
H: 13.64934 20.97248 11.82433
H: 14.19038 23.20364 12.70181
H: 16.42517 24.25558 12.22278
H: 17.94955 22.96807 10.61243
H: 17.40323 20.91774 9.77077


Entry 3:
A molecular structure, C30H29MoN13O2PS5, computed with wB97M-V/def2-TZVPD.

DFT total energy = -4423.35659 hartree
total charge = +1

Cartesian coordinates (Å):
Mo: 0.20487 0.09187 0.07729
C: -4.81491 -1.07752 2.36545
N: -3.39641 -1.23792 2.07961
C: -2.66644 -2.35961 2.35806
C: -1.40238 -2.13258 1.89692
N: -1.36140 -0.88958 1.34262
C: -2.57263 -0.36158 1.46058
P: -2.99286 1.36696 1.09891
C: -1.52072 2.04305 1.91196
N: -0.27712 1.63150 1.69118
C: 0.53681 2.41076 2.46832
C: -0.23192 3.29534 3.16159
N: -1.53239 3.05232 2.80504
C: -2.69721 3.74294 3.34099
C: -2.34880 1.69241 -0.57561
N: -1.05560 1.68107 -0.89502
C: -0.94085 2.29067 -2.11046
C: -2.17838 2.68066 -2.52662
N: -3.05816 2.30913 -1.54598
C: -4.50725 2.41723 -1.63767
H: -5.05136 -1.62212 3.27572
H: -5.41155 -1.46838 1.54303
H: -5.04388 -0.02516 2.51271
H: -3.10744 -3.21590 2.83642
H: -0.53887 -2.77529 1.89704
H: 1.60517 2.29287 2.47123
H: 0.02858 4.05869 3.87250
H: -2.35196 4.62637 3.87052
H: -3.23842 3.10038 4.03344
H: -3.35788 4.05054 2.53364
H: 0.00618 2.40527 -2.60726
H: -2.50686 3.17340 -3.42394
H: -4.75401 3.25509 -2.28406
H: -4.92579 2.59528 -0.64982
H: -4.92224 1.50072 -2.05377
S: -1.36734 -0.93944 -1.48885
C: -0.79584 -2.51312 -1.99236
C: -1.50464 -3.22787 -2.95239
C: -1.05837 -4.47200 -3.37337
C: -1.81233 -5.18458 -4.36332
N: -2.42294 -5.75761 -5.14897
C: 0.11853 -5.00535 -2.82554
C: 0.82018 -4.28958 -1.86878
C: 0.37236 -3.03899 -1.44563
S: 1.22147 -2.18170 -0.18670
C: 0.60724 -6.28912 -3.24080
N: 0.99595 -7.31957 -3.56482
H: -2.41107 -2.81794 -3.37773
H: 1.72473 -4.70895 -1.44911
N: 3.79398 -0.41523 3.28321
C: 3.12764 -0.59991 2.14333
N: 3.80863 -0.83704 1.03760
S: 1.40901 -0.60610 2.24381
H: 4.79403 -0.29766 3.27785
H: 3.28885 -0.05125 4.07228
H: 4.77176 -0.54383 0.95232
H: 3.29999 -1.01748 0.18038
N: 3.15630 7.59347 -2.06685
C: 3.25954 6.35514 -1.50096
C: 2.16127 5.78094 -0.83842
C: 2.25834 4.52078 -0.29246
C: 3.44696 3.80294 -0.39572
C: 4.53990 4.35958 -1.04462
C: 4.44929 5.62366 -1.59184
S: 3.56297 2.21615 0.34007
O: 3.44867 2.32771 1.77328
O: 4.76228 1.59965 -0.17884
N: 2.24537 1.42928 -0.18237
C: 2.26813 1.05273 -1.47942
S: 3.32931 1.36139 -2.80260
C: 2.28298 0.43089 -3.81956
C: 1.23483 -0.06237 -3.12902
N: 1.24256 0.30174 -1.80363
H: 2.35378 8.16594 -1.88395
H: 3.97322 8.05434 -2.42298
H: 1.23592 6.33798 -0.75900
H: 1.40489 4.08400 0.21320
H: 5.45886 3.79547 -1.12441
H: 5.30341 6.05486 -2.09792
H: 2.51591 0.27787 -4.85894
H: 0.44424 -0.68706 -3.50855